Record 1
A 9-piece molecular cluster, C42H95Br2N10O3 overall. Source: the Open Molecules 2025 dataset; level of theory: ωB97M-V/def2-TZVPD.

Max |F| in hartree/bohr: 0.12901
Total energy in eV: -206171.2204
Highest occupied orbital energy in eV: -15.65
Kohn-Sham gap in Ha: 0.203
LUMO in eV: -10.11

The geometry in ORCA input format:
```
! RIJCOSX wB97M-V def2-TZVPD def2/J DEFGRID3
* xyz 5 1
C 1.82939 2.63913 -5.32173
C 2.39973 1.39998 -6.06364
N 3.12720 0.49440 -5.14713
C 4.02950 -0.51331 -5.57200
C 4.36971 -1.26655 -4.43723
N 3.69490 -0.87258 -3.36271
C 2.89547 0.17227 -3.82359
C 3.86054 -1.49386 -2.02313
H 1.44407 3.41680 -5.98116
H 2.48186 3.06803 -4.56118
H 0.89235 2.31423 -4.86952
H 2.98507 1.74000 -6.91795
H 1.50047 0.91754 -6.44663
H 4.47185 -0.51779 -6.55725
H 5.13784 -2.02573 -4.43243
H 2.31759 0.77829 -3.14155
H 4.93165 -1.57024 -1.83604
H 3.35887 -2.45274 -1.89282
H 3.42454 -0.85488 -1.25521
C 5.92136 -9.62231 -0.45320
C 6.69026 -8.52591 0.31396
N 5.71772 -7.60451 0.98718
C 4.69111 -8.02150 1.88366
C 3.93880 -6.85905 2.17259
N 4.48191 -5.77991 1.48562
C 5.53314 -6.27956 0.65074
C 3.99694 -4.47745 1.52836
H 5.13551 -9.12448 -1.02127
H 5.35665 -10.26856 0.21879
H 6.52944 -10.12810 -1.20320
H 7.30912 -7.95250 -0.37618
H 7.48585 -8.85120 0.98428
H 4.66621 -9.05148 2.20756
H 3.15722 -6.65187 2.88857
H 6.07190 -5.68759 -0.07432
H 2.98658 -4.44987 1.93643
H 4.16739 -3.90354 0.61750
H 4.63215 -3.93373 2.22763
C -8.37680 -2.56732 -0.78494
C -8.26771 -1.68307 -1.97038
N -7.31001 -0.66572 -1.77980
C -7.40247 0.53252 -1.00177
C -6.19065 1.25193 -1.08182
N -5.36226 0.50414 -1.87411
C -6.03851 -0.61039 -2.31512
C -4.08284 0.95481 -2.33510
H -7.37521 -2.96519 -0.62183
H -8.97026 -3.44570 -1.03866
H -8.72997 -2.04404 0.10362
H -9.23225 -1.22370 -2.18658
H -8.02845 -2.24869 -2.87090
H -8.30316 0.73364 -0.44078
H -5.74712 2.09088 -0.56622
H -5.63179 -1.41212 -2.91363
H -4.07742 2.01203 -2.60034
H -3.67063 0.52093 -3.24610
H -3.42320 0.89154 -1.46967
C -2.49889 9.82929 -6.04356
C -2.88936 8.29850 -5.86137
C -2.26756 7.69426 -4.63053
C -2.85935 6.24530 -4.37371
N -2.52283 5.82760 -2.90398
C -2.59430 4.28672 -2.73673
C -1.13079 3.77385 -2.92311
C -0.29751 4.79729 -2.18919
C -1.03286 6.11179 -2.51362
C -3.57410 6.47766 -1.94061
H -1.49102 9.93977 -6.44367
H -2.50983 10.31933 -5.06999
H -3.30406 10.31747 -6.59264
H -2.58958 7.81213 -6.78964
H -3.97536 8.27986 -5.95281
H -2.38594 8.36440 -3.77906
H -1.21640 7.55022 -4.88036
H -2.34976 5.45753 -4.92855
H -3.91280 6.07654 -4.59704
H -2.76871 3.95934 -1.71179
H -3.22137 3.87217 -3.52605
H -1.02674 2.78682 -2.47250
H -0.89371 3.80563 -3.98655
H -0.15952 4.62130 -1.12238
H 0.62888 4.82264 -2.76300
H -0.91670 6.95814 -1.83664
H -0.51538 6.59430 -3.34277
H -3.51781 6.20521 -0.88671
H -4.53740 6.11176 -2.29595
H -3.58187 7.54098 -2.18016
C 2.01031 3.85486 3.84901
N 0.79341 3.13685 3.28854
C 1.28956 1.74550 2.83430
C -0.31696 3.02713 4.42197
C 0.17673 3.80308 2.06049
C -0.71917 4.95028 2.35383
O -0.36227 6.12928 3.03386
H 2.24022 3.23587 4.71624
H 1.72332 4.89248 4.01957
H 2.89601 3.76169 3.22056
H 2.11500 1.88822 2.13689
H 0.49711 1.13917 2.39554
H 1.61495 1.12747 3.67111
H 0.07215 2.32454 5.15889
H -1.25380 2.59144 4.07468
H -0.43445 4.05149 4.77552
H -0.41772 3.07140 1.51333
H 1.01910 4.21306 1.50332
H -1.70316 4.64054 2.70589
H -1.14836 5.20163 1.38392
H -0.86435 6.84446 2.63634
C -1.36442 -1.04883 1.12732
N -0.12166 -1.82603 0.64370
C 0.71803 -2.20130 1.88278
C -0.68710 -3.12805 -0.10821
C 0.73904 -0.96561 -0.43967
C 0.07171 -0.63205 -1.74139
O 0.52322 -1.68821 -2.60628
H -2.09923 -1.65925 1.65223
H -1.80686 -0.39807 0.37309
H -1.11928 -0.37913 1.95165
H 1.66218 -2.56426 1.47664
H 0.08630 -2.87755 2.45871
H 0.85782 -1.25922 2.41291
H -1.18565 -2.97936 -1.06605
H -1.16012 -3.76436 0.63976
H 0.21816 -3.70131 -0.30816
H 1.67235 -1.52866 -0.43537
H 1.03917 -0.02585 0.02387
H 0.37152 0.29107 -2.23744
H -1.00841 -0.76887 -1.68927
H 0.32538 -1.37217 -3.49091
C 1.65869 -3.49964 5.20898
N 1.44266 -4.17332 6.57422
C 0.65674 -3.14134 7.49404
C 0.44504 -5.30976 6.22567
C 2.72149 -4.64544 7.32192
C 2.56857 -5.63317 8.49933
O 1.88214 -6.81119 8.07704
H 2.30536 -2.66647 5.48420
H 0.64774 -3.21698 4.91543
H 2.18281 -4.21499 4.57521
H 0.56069 -3.61049 8.47320
H -0.25372 -3.01734 6.90771
H 1.19729 -2.20848 7.65430
H 1.00440 -6.14368 5.80165
H -0.38439 -5.00198 5.58895
H 0.03475 -5.78431 7.11705
H 3.35518 -3.80178 7.59537
H 3.15607 -5.11593 6.43995
H 1.88915 -5.18360 9.22347
H 3.57428 -5.88003 8.83947
H 1.27784 -6.94556 8.81078
Br -1.15526 -0.80219 -5.40123
Br -3.21551 2.08942 1.23651
*
```

Atom charges from the Mulliken analysis, given in e for atoms 1 to 8: -1.097 -0.310 0.179 -0.635 -0.219 0.280 -0.468 -0.914

***

Record 2
A 2-piece molecular cluster, C2H9N6 overall. Source: the Open Molecules 2025 dataset; level of theory: ωB97M-V/def2-TZVPD.

Max |F| in hartree/bohr: 0.11611
Total energy in eV: -11150.0584
Relative energy (zero: lowest compared OMol25 entry of this formula, charge and spin) in kJ/mol: 196.9
Highest occupied orbital energy (alpha / beta) in eV: -13.51 / -13.51
Kohn-Sham gap (alpha / beta) in Ha: 0.326 / 0.326
LUMO (alpha / beta) in eV: -4.62 / -4.62

The geometry in ORCA input format:
```
! RIJCOSX wB97M-V def2-TZVPD def2/J DEFGRID3
* xyz 1 1
C 0.28774 -0.71139 1.36767
C 0.10382 0.52176 2.05947
N 0.23195 -1.84718 1.83207
N 0.24109 1.56058 0.94749
N 0.48794 -0.30538 -0.01400
N 0.74406 -1.10448 -1.05731
N -0.82041 0.62952 -2.42043
N 0.43872 0.97564 -0.14678
H -0.74068 0.50178 2.66641
H 0.98095 0.83436 2.75010
H 0.44410 -2.60832 1.24413
H 0.00499 2.44878 1.26075
H 0.56316 -2.09713 -0.85821
H 0.48862 -0.68642 -1.96020
H -1.11223 1.57864 -2.43567
H -1.55448 0.00152 -1.85809
H -0.78933 0.30774 -3.37739
*
```

Atom charges from the Mulliken analysis, given in e for atoms 1 to 8: 0.391 -0.379 -0.490 0.078 0.823 -0.673 -0.783 -0.393

***

Record 3
An isolated ion of composition C5H13N2O and charge -1. Source: the Open Molecules 2025 dataset; level of theory: ωB97M-V/def2-TZVPD.

Max |F| in hartree/bohr: 0.04141
Total energy in eV: -10422.2697
Relative energy (zero: lowest compared OMol25 entry of this formula, charge and spin) in kJ/mol: 137.9
Highest occupied orbital energy in eV: -2.30
Kohn-Sham gap in Ha: 0.230
Structure (SMILES): CN[C@H](CN)CC[O-]
LUMO in eV: 3.96

The geometry in ORCA input format:
```
! RIJCOSX wB97M-V def2-TZVPD def2/J DEFGRID3
* xyz -1 1
C -2.41328 -0.34876 0.28761
N -1.40699 0.67742 -0.02553
C -0.04081 0.09757 0.03920
C 0.91657 1.12223 0.59482
N 0.58577 1.60814 1.99196
C 0.42530 -0.23326 -1.39017
C 1.37513 -1.54114 -1.32208
O 1.76575 -1.89876 -0.09092
H -2.21355 -1.02502 1.13209
H -3.34520 0.15988 0.42458
H -2.43441 -0.97301 -0.62158
H -1.50756 1.50368 0.55147
H 0.06210 -0.80148 0.67016
H 0.91848 2.04419 -0.02548
H 1.95110 0.73571 0.59089
H 1.48851 1.60374 2.45684
H 0.10867 0.78540 2.36824
H -0.44280 -0.50947 -1.98385
H 1.07455 0.58526 -1.76566
H 2.28563 -1.27066 -1.93896
H 0.84706 -2.32166 -1.94364
*
```

Atom charges from the Mulliken analysis, given in e for atoms 1 to 8: -0.880 -0.440 0.475 -1.129 -0.700 -0.867 -0.386 -0.881

***

Record 4
C22H20BeCl3O5PSi as an isolated structure. Source: the Open Molecules 2025 dataset; level of theory: ωB97M-V/def2-TZVPD.

Max |F| in hartree/bohr: 0.01116
Total energy in eV: -88519.2149
Highest occupied orbital energy in eV: -8.43
Kohn-Sham gap in Ha: 0.308
LUMO in eV: -0.03

The geometry in ORCA input format:
```
! RIJCOSX wB97M-V def2-TZVPD def2/J DEFGRID3
* xyz 0 1
Be 0.71916 -1.60964 0.32534
O -0.36570 -3.05659 -3.06340
C 0.26826 -2.93260 -1.91851
O -0.15977 -2.21488 -1.02859
C 1.51596 -3.77010 -1.82061
O 1.97986 -3.81075 -0.50651
C 3.26920 -3.23783 -0.31013
C 3.26310 -1.70233 -0.42742
O 4.27053 -1.11949 -0.75625
O 2.13314 -1.15272 -0.10653
H -1.17427 -2.52037 -3.05439
H 1.25122 -4.77903 -2.14987
H 2.25758 -3.37224 -2.52253
H 3.55091 -3.49412 0.71163
H 4.00529 -3.65934 -0.99661
Cl -0.36429 -4.61064 2.15515
Si 0.30480 -2.65351 2.21527
Cl 1.97382 -2.74713 3.44136
Cl -1.12507 -1.73641 3.44826
C -4.71926 0.16078 -1.06719
C -3.77116 0.65701 -1.94886
C -2.44765 0.78812 -1.55091
C -2.05734 0.42334 -0.26441
C -3.01329 -0.09820 0.60987
C -4.33554 -0.21551 0.21236
P -0.30858 0.44701 0.26212
C 0.49777 1.58940 -0.90467
C 0.91401 1.07711 -2.13368
C 1.54377 1.88714 -3.06301
C 1.78414 3.22084 -2.76373
C 1.39207 3.73267 -1.53631
C 0.75388 2.92356 -0.60751
C -0.27441 1.35375 1.83622
C 0.85109 1.13381 2.63038
C 0.97255 1.75602 3.86122
C -0.03263 2.60221 4.30710
C -1.14527 2.83845 3.51268
C -1.26965 2.21957 2.27768
H -5.75254 0.06721 -1.37528
H -4.06432 0.95291 -2.94849
H -1.72192 1.19963 -2.24069
H -2.71540 -0.42134 1.59874
H -5.07044 -0.60349 0.90623
H 0.75910 0.02706 -2.35370
H 1.85888 1.47855 -4.01456
H 2.29111 3.85410 -3.47983
H 1.58648 4.77044 -1.29753
H 0.46176 3.32841 0.35290
H 1.62972 0.46541 2.27560
H 1.84178 1.56829 4.47765
H 0.04851 3.07471 5.27753
H -1.92101 3.51256 3.85347
H -2.13993 2.40820 1.66292
*
```

Atom charges from the Mulliken analysis, given in e for atoms 1 to 8: 0.642 -0.500 0.625 -0.158 -0.585 -0.483 -0.621 0.777

***

Record 5
A 3-piece molecular cluster, C14H27N3O9S overall. Source: the Open Molecules 2025 dataset; level of theory: ωB97M-V/def2-TZVPD.

Max |F| in hartree/bohr: 0.03175
Total energy in eV: -48689.5468
Highest occupied orbital energy in eV: -8.72
Kohn-Sham gap in Ha: 0.337
Structure (SMILES): NC(N)(N)C[C@@H]1CCOS(=O)(=O)C1.C[C@@H]1COC(=O)O1.C[C@@H]1COC(=O)O1
LUMO in eV: 0.45

The geometry in ORCA input format:
```
! RIJCOSX wB97M-V def2-TZVPD def2/J DEFGRID3
* xyz 0 1
N -3.41230 -0.32436 -0.51459
C -3.22297 -0.14066 -1.98221
N -4.41147 0.42097 -2.62257
N -3.04099 -1.47273 -2.51109
C -2.02045 0.80136 -2.12411
C -1.31720 0.83879 -3.49002
C -0.38249 2.06067 -3.53293
C -1.09873 3.37268 -3.66728
O -1.62006 3.52694 -5.02201
S -2.84022 2.52204 -5.23182
O -3.07357 2.46131 -6.64241
O -3.95722 2.92639 -4.42912
C -2.24004 0.91321 -4.72443
H -4.10507 -1.06247 -0.42496
H -3.85359 0.50666 -0.13221
H -5.22248 -0.08419 -2.28581
H -4.51634 1.39327 -2.36343
H -2.10211 -1.82104 -2.38234
H -3.35480 -1.55726 -3.46426
H -1.28486 0.51849 -1.37349
H -2.34990 1.81339 -1.86458
H -0.65024 -0.02215 -3.54310
H 0.17609 2.09652 -2.59057
H 0.36922 1.94498 -4.31708
H -1.94202 3.48982 -2.98618
H -0.42187 4.20744 -3.50008
H -3.13378 0.29970 -4.65773
H -1.67198 0.56894 -5.59132
C 3.09828 0.74710 2.21702
C 2.22452 0.95841 1.00851
C 0.75390 1.12171 1.30660
O 0.15159 0.67548 0.07644
C 1.00250 -0.23230 -0.46993
O 0.72779 -0.94167 -1.38611
O 2.19316 -0.21284 0.16149
H 2.62151 0.06052 2.92412
H 4.05889 0.32315 1.92082
H 3.27513 1.69286 2.72849
H 2.59634 1.78801 0.39934
H 0.46189 2.14488 1.52817
H 0.41704 0.46383 2.10949
C 3.28329 -4.66135 5.40173
C 3.60630 -3.19385 5.28059
C 3.79951 -2.45800 6.58616
O 3.45891 -1.11199 6.21858
C 2.56703 -1.19181 5.20580
O 1.93221 -0.27434 4.78907
O 2.50008 -2.45119 4.72320
H 2.56018 -4.83980 6.19861
H 2.84928 -5.03512 4.47560
H 4.18693 -5.22918 5.62055
H 4.46392 -3.04591 4.61878
H 4.81352 -2.50696 6.97355
H 3.09777 -2.78835 7.35505
*
```

Atom charges from the Mulliken analysis, given in e for atoms 1 to 8: -0.664 0.169 -0.488 -0.620 -0.698 0.885 -0.664 -0.629